# 1
Density functional theory data (wB97M-V/def2-TZVPD) for an isolated molecule of C4H6N2 in a non-equilibrium geometry.

gap between HOMO and LUMO	0.334	hartree
LUMO	0.77	eV
total energy	-7223.9727	eV
spin multiplicity	1
strongest force on any atom	3.7	eV/A
E_HOMO	-8.32	eV
energy above the lowest of the compared OMol25 structures with the same formula, charge and spin	156.1	kJ/mol
SMILES	C/C(C#N)=C/N

Each line ends with the Löwdin charge.
Cartesian coordinates (Å):
C -0.082 1.821 -0.063  -0.092
C 0.211 0.313 -0.209  -0.336
C -0.519 -0.590 0.585  -0.142
C 1.128 -0.072 -1.184  -0.248
H 0.360 2.306 -1.003  0.090
H 0.415 2.091 0.955  0.101
H -1.211 2.035 -0.059  0.087
H -1.226 -0.150 1.276  0.117
H -0.656 -2.605 1.336  0.118
H 0.133 -2.544 -0.249  0.148
N -0.448 -1.975 0.495  0.023
N 1.895 -0.631 -1.879  0.133



# 2
Density functional theory data (wB97M-V/def2-TZVPD) for a structure of composition C25H31NO2PPtS in a non-equilibrium geometry.

gap between HOMO and LUMO	0.290	hartree
LUMO	-2.33	eV
total energy	-55378.6158	eV
spin multiplicity	1
strongest force on any atom	1.1	eV/A
charge	+1
E_HOMO	-10.21	eV
energy above the lowest of the compared OMol25 structures with the same formula, charge and spin	0.0	kJ/mol

Each line ends with the Löwdin charge.
Cartesian coordinates (Å):
Pt -0.009 0.412 -0.067  0.942
C 3.138 1.155 0.778  -0.057
O 2.171 0.965 -0.252  -0.359
C 2.189 1.961 -1.270  -0.176
C 1.368 3.152 -0.853  -0.181
O 0.036 2.690 -0.691  -0.299
C -0.869 3.723 -0.314  -0.062
H 4.119 1.312 0.324  0.107
H 3.162 0.236 1.359  0.078
H 2.877 1.996 1.422  0.089
H 1.738 1.497 -2.148  0.134
H 3.217 2.245 -1.508  0.141
H 1.411 3.926 -1.627  0.146
H 1.721 3.586 0.090  0.135
H -0.980 4.434 -1.136  0.104
H -0.503 4.252 0.568  0.085
H -1.827 3.251 -0.108  0.097
S 0.634 1.231 4.892  1.062
C -0.328 2.535 4.358  -0.374
C -0.400 2.526 3.001  -0.243
N 0.294 1.520 2.378  -0.060
C 0.873 0.767 3.273  -0.507
H -0.789 3.223 5.046  0.076
H -0.958 3.231 2.410  0.093
H 1.472 -0.096 3.020  0.061
C -4.211 -0.910 -3.583  -0.071
C -2.839 -0.603 -3.699  -0.073
C -2.112 -0.263 -2.594  -0.080
C -2.705 -0.218 -1.308  -0.211
C -1.966 0.112 -0.132  -0.318
C -2.646 0.256 1.060  -0.138
C -4.045 0.068 1.146  -0.075
C -4.751 -0.306 0.041  -0.032
C -4.098 -0.455 -1.207  -0.166
C -4.825 -0.825 -2.367  -0.028
H -4.775 -1.193 -4.462  0.107
H -2.364 -0.629 -4.671  0.106
H -1.062 -0.009 -2.685  0.087
H -2.101 0.497 1.966  0.078
H -4.542 0.198 2.098  0.106
H -5.819 -0.478 0.094  0.115
H -5.884 -1.025 -2.269  0.115
C -0.384 -2.787 -1.321  -0.202
P 0.320 -1.736 -0.026  0.760
C -0.368 -2.487 1.478  -0.211
C 2.090 -2.107 -0.050  -0.363
C 2.801 -1.913 -1.235  -0.097
C 4.165 -2.136 -1.277  -0.062
C 4.838 -2.545 -0.132  -0.064
C 4.140 -2.746 1.048  -0.069
C 2.770 -2.525 1.090  -0.097
H -0.183 -3.831 -1.079  0.066
H 0.050 -2.554 -2.292  0.052
H -1.457 -2.616 -1.379  0.049
H -0.352 -3.575 1.412  0.065
H -1.398 -2.140 1.564  0.045
H 0.166 -2.171 2.373  0.033
H 2.286 -1.581 -2.129  0.109
H 4.706 -1.996 -2.203  0.112
H 5.907 -2.712 -0.165  0.112
H 4.658 -3.085 1.935  0.112
H 2.238 -2.705 2.016  0.096



# 3
Density functional theory data (wB97M-V/def2-TZVPD) for a cluster of 2 separate species, C8H15F3OS in total in a non-equilibrium geometry.

gap between HOMO and LUMO (alpha / beta)	0.226 / 0.227	hartree
LUMO (alpha / beta)	-2.12 / -2.12	eV
total energy	-29568.4163	eV
spin multiplicity	1
strongest force on any atom	3.7	eV/A
E_HOMO (alpha / beta)	-8.28 / -8.28	eV
energy above the lowest of the compared OMol25 structures with the same formula, charge and spin	480.5	kJ/mol

Each line ends with the Löwdin charge.
Cartesian coordinates (Å):
C -3.701 -0.100 1.606  -0.211
C 1.766 0.551 1.616  0.009
C 1.884 0.473 -0.895  0.002
C 0.248 -1.794 -0.047  0.015
C -1.422 0.318 -1.917  -0.042
C 0.974 0.633 0.315  -0.477
C -0.223 -0.388 0.326  -0.444
C -1.364 0.134 -0.474  -0.159
O -3.583 1.471 -0.469  -0.385
F 0.417 1.913 0.251  0.011
F -0.672 -0.445 1.646  -0.004
F -2.524 -1.912 -0.367  -0.402
S -2.781 0.741 0.474  0.810
H -4.370 -0.799 1.133  0.015
H -3.086 -0.514 2.386  0.008
H 1.134 0.821 2.458  0.093
H 2.602 1.243 1.570  0.096
H 2.143 -0.455 1.770  0.092
H 2.436 -0.459 -0.832  0.094
H 2.594 1.298 -0.902  0.098
H 1.321 0.503 -1.824  0.080
H -0.560 -2.484 0.173  0.083
H 0.476 -1.855 -1.105  0.093
H 1.119 -2.068 0.542  0.093
H -0.941 1.272 -2.168  0.126
H -0.948 -0.483 -2.486  0.106
H -2.470 0.414 -2.199  0.096
H -2.097 1.675 1.254  0.101



# 4
Density functional theory data (wB97M-V/def2-TZVPD) for a structure of composition C21H22BrN4O4SW.

gap between HOMO and LUMO	0.272	hartree
LUMO	-3.92	eV
total energy	-118985.2285	eV
spin multiplicity	1
strongest force on any atom	0.4	eV/A
charge	+1
E_HOMO	-11.31	eV
energy above the lowest of the compared OMol25 structures with the same formula, charge and spin	16.3	kJ/mol

Each line ends with the Löwdin charge.
Cartesian coordinates (Å):
W -0.105 0.184 1.163  1.663
N 0.374 -2.536 4.702  0.100
C 0.046 -1.794 3.634  -0.787
S 0.913 -0.300 3.324  0.730
N -0.906 -2.195 2.827  0.034
N -0.971 -1.368 1.769  -0.308
C -2.045 -0.727 1.152  -0.207
C -2.437 -1.038 -0.249  -0.165
C -3.573 -1.723 -0.658  -0.016
C -3.841 -1.854 -2.013  -0.070
C -2.991 -1.287 -2.956  -0.063
C -1.852 -0.595 -2.565  -0.019
C -1.593 -0.484 -1.209  -0.314
O -0.485 0.171 -0.736  -0.212
H 0.929 -2.141 5.440  0.097
H -0.176 -3.356 4.899  0.115
H -2.821 -0.359 1.823  0.139
H -4.245 -2.147 0.078  0.121
H -4.724 -2.387 -2.339  0.109
H -3.223 -1.380 -4.009  0.111
H -1.189 -0.136 -3.285  0.120
Br -0.615 8.673 2.270  0.806
C -0.453 6.813 2.039  -0.670
C 0.776 6.281 1.666  -0.097
C 0.894 4.917 1.497  0.014
C -0.215 4.094 1.701  -0.138
C -1.444 4.640 2.076  0.014
C -1.565 6.005 2.246  -0.097
C -0.085 2.664 1.519  -0.516
O 0.977 2.080 1.160  -0.068
O -1.094 1.857 1.719  -0.125
H 1.624 6.933 1.515  0.110
H 1.839 4.476 1.209  0.129
H -2.295 3.992 2.232  0.128
H -2.507 6.445 2.536  0.110
O 1.659 -0.599 0.446  -0.172
C 1.988 -1.497 -0.388  -0.391
C 1.186 -2.745 -0.605  -0.064
C 0.730 -2.991 -2.070  -0.144
C 1.313 -2.030 -3.105  -0.199
C 2.813 -2.194 -3.344  -0.161
C 3.605 -2.296 -2.040  -0.135
N 3.123 -1.349 -1.035  0.132
H 0.332 -2.715 0.068  0.103
H 1.822 -3.567 -0.262  0.135
H -0.356 -2.908 -2.100  0.101
H 0.971 -4.019 -2.345  0.123
H 1.100 -1.001 -2.798  0.103
H 0.787 -2.172 -4.050  0.121
H 3.180 -1.354 -3.937  0.117
H 3.010 -3.099 -3.923  0.122
H 4.662 -2.097 -2.198  0.130
H 3.531 -3.299 -1.619  0.125
H 3.623 -0.485 -0.873  0.177